[1]
101
Properties=species:S:1:pos:R:3:forces:R:3:mulliken_charge:R:1 method="wB97M-V/def2-TZVPD" orbital_gap_ev=9.075 e_tot_ev=-50679.973
H 0.090 1.266 2.699 0.0 0.5 -0.1 0.19
H -4.257 7.051 2.212 0.0 0.0 0.0 0.23
O 3.616 -1.731 -1.346 0.0 -0.2 0.3 -0.55
H -3.054 4.308 3.531 0.0 0.0 0.0 0.40
C 5.268 0.395 2.872 0.0 0.0 0.0 -0.30
C 1.521 -3.607 -5.258 0.0 0.0 0.0 -0.22
C 2.285 -1.800 -0.954 -0.1 0.1 -0.3 0.57
H 3.778 -5.946 -3.971 0.0 0.0 0.0 0.35
C -3.149 1.274 -0.864 -0.1 0.1 -0.3 -0.89
H -3.438 4.742 -0.725 0.0 0.0 0.0 0.38
C -4.099 -1.021 -1.510 -0.1 0.2 0.0 -1.14
H -1.079 -1.135 0.645 0.0 0.0 -0.1 -1.66
H 2.022 -3.452 0.362 0.0 0.0 -0.2 0.36
H -5.660 -1.862 -0.303 0.1 -0.1 0.0 0.42
C -3.791 4.293 2.722 0.0 0.0 0.0 -0.43
C 4.945 1.823 0.753 0.0 -0.1 0.0 -0.69
H 6.636 2.994 4.772 0.0 0.0 0.0 0.39
C -0.990 1.297 2.750 -0.1 -0.1 0.1 -1.03
C 1.036 -4.963 -7.368 0.0 0.0 0.0 -1.23
H 0.905 -2.240 2.189 0.1 0.1 0.0 0.58
H 4.257 -0.022 2.838 0.0 0.0 0.0 0.02
P -1.486 -3.321 1.427 -0.1 0.1 0.5 -0.23
C -1.111 1.529 0.329 0.3 -0.3 -0.2 0.57
H -2.244 3.955 1.285 0.0 0.0 0.0 -0.06
H 1.054 -3.250 -4.335 0.0 0.0 0.0 -0.02
C -1.741 1.261 1.656 0.0 -0.2 0.0 0.50
H 0.290 -5.576 -7.875 0.0 0.0 0.0 0.39
C -2.889 -0.083 -1.496 0.1 0.0 -0.2 1.03
H 5.670 -0.195 0.850 0.0 0.0 0.0 0.31
C 2.085 -2.361 0.428 0.2 0.3 0.4 -0.64
H -0.394 -2.305 -0.496 0.0 0.2 -0.1 0.50
H -3.555 -4.158 0.517 -0.1 0.0 -0.2 0.42
C 3.471 1.484 0.575 0.0 0.1 0.0 -0.26
H 4.604 2.359 3.481 0.0 0.0 0.0 0.23
H -0.897 -4.512 0.932 0.0 0.1 -0.3 0.00
C 5.736 0.718 1.452 0.0 0.0 0.0 -0.71
C -4.966 5.203 3.082 0.0 0.0 0.0 -0.90
O 0.074 1.453 0.153 0.0 0.2 0.0 -0.54
O 1.428 -1.402 -1.682 -0.1 -0.1 0.0 -0.57
C -4.731 -1.309 -0.149 0.1 0.1 0.0 -0.93
H 3.403 -4.481 -5.859 0.0 0.0 0.0 0.35
H -4.874 -0.585 -2.149 0.0 0.0 0.0 0.44
C 0.894 -1.790 1.192 -0.3 -0.1 0.0 -0.46
H 2.210 -6.310 -4.650 0.0 0.0 0.0 0.27
H 1.947 -5.558 -7.285 0.0 0.0 0.0 0.28
H 1.106 -4.967 -2.823 0.0 0.0 0.0 0.25
H -2.637 6.506 4.067 0.0 0.0 0.0 0.28
H 1.030 -0.716 1.336 0.1 0.0 -0.1 -0.39
H 3.357 0.567 -0.006 0.0 0.0 0.0 -0.13
C 0.533 -4.503 -6.004 0.0 0.0 0.0 -0.48
H 0.285 -5.377 -5.394 0.0 0.0 0.0 0.23
C -3.853 -2.024 0.887 -0.2 -0.2 0.0 -0.13
H -3.721 1.208 0.060 0.1 0.0 0.1 0.15
H 2.938 2.272 0.044 0.0 0.0 0.0 0.41
H -3.207 -1.302 1.398 0.1 0.1 -0.2 -0.10
H -3.946 6.683 5.240 0.0 0.0 0.0 0.29
C 6.670 2.169 4.058 0.0 0.0 0.0 -1.25
H 3.831 -2.509 -1.871 0.1 0.0 -0.2 0.31
H -2.729 -3.116 -0.655 -0.1 0.0 0.0 0.29
C -3.090 4.632 1.408 0.0 0.0 0.0 0.03
H -3.392 8.075 4.310 0.0 0.0 0.0 0.39
C 5.281 1.578 3.839 0.0 0.0 0.0 -0.50
O -1.913 1.985 -0.671 -0.2 -0.4 0.2 -0.38
H 2.997 -2.144 0.988 0.0 -0.1 0.0 0.37
H 2.967 1.344 1.534 0.0 0.0 0.0 0.00
H -4.829 5.224 0.241 0.0 0.0 0.0 0.42
H 1.254 -4.106 -8.010 0.0 0.0 0.0 0.30
H 4.880 1.245 4.800 0.0 0.0 0.0 0.41
H 1.711 -2.712 -5.858 0.0 0.0 0.0 0.41
H -2.586 0.097 -2.530 0.1 0.0 0.0 0.37
H -2.665 5.638 1.457 0.0 0.0 0.0 0.37
H -5.380 4.874 4.041 0.0 0.0 0.0 0.42
C -3.590 7.004 4.258 0.0 0.0 0.0 -1.19
C -3.021 -3.215 0.392 0.4 -0.1 0.1 -0.70
H -5.536 7.245 3.386 0.0 0.0 0.0 0.41
H -2.798 1.054 1.740 -0.1 0.6 0.0 0.27
H 5.044 2.764 1.301 0.0 0.0 0.0 0.31
C 2.863 -4.264 -4.933 0.0 0.0 0.0 -0.60
H -2.023 -0.555 -1.026 -0.1 0.0 0.1 -0.75
C -4.619 6.688 3.178 0.0 0.0 0.1 -0.42
H -5.035 -0.360 0.301 -0.2 0.0 0.0 0.38
H -0.401 -3.952 -6.135 0.0 0.0 0.0 0.41
H -3.736 1.888 -1.546 0.1 0.1 0.0 0.49
H -4.518 -2.402 1.667 0.1 0.1 0.1 0.47
H 2.702 -4.588 -2.167 0.0 0.0 0.0 -0.05
H -5.767 5.073 2.349 0.0 0.0 0.0 0.33
H 7.355 1.416 4.452 0.0 0.0 0.0 0.29
H 7.094 2.558 3.131 0.0 0.0 0.0 0.29
C -3.995 4.522 0.186 0.1 0.1 0.0 -1.21
H 6.795 0.990 1.468 0.0 0.0 0.0 0.37
H -4.409 3.517 0.090 0.0 0.0 0.0 0.14
C 2.131 -5.328 -2.738 0.0 0.0 0.0 -0.76
H -4.157 3.260 2.671 0.0 0.0 0.0 0.17
C -0.483 -2.042 0.555 0.2 -0.4 0.1 1.65
H -1.462 1.357 3.722 0.1 -0.4 0.1 0.30
H 2.109 -6.251 -2.157 0.0 0.0 0.0 0.44
C 2.770 -5.546 -4.105 0.0 0.1 0.0 -0.54
H 5.906 -0.399 3.276 0.0 0.0 0.0 0.44
H -3.800 -1.946 -2.006 -0.1 0.0 0.0 0.42
H 5.393 1.997 -0.229 0.0 0.0 0.0 0.38
H 3.479 -3.535 -4.394 0.0 0.0 0.0 0.25


[2]
124
Properties=species:S:1:pos:R:3:forces:R:3:mulliken_charge:R:1 method="wB97M-V/def2-TZVPD" orbital_gap_ev=6.650 total_charge=-1 e_tot_ev=-91127.355
H -1.807 -5.501 7.498 0.0 0.0 0.0 0.32
H -2.792 -1.891 -3.445 0.0 0.0 0.0 0.30
H 0.664 4.097 3.797 0.0 0.0 0.0 0.24
H -0.240 -1.663 4.601 0.0 0.0 0.0 0.25
H -2.015 -1.691 4.717 0.0 0.0 0.0 0.35
C 1.045 3.128 3.493 -0.1 0.1 -0.2 -0.44
H 2.976 2.586 0.511 0.0 -0.1 0.0 0.27
O -6.571 9.860 0.374 0.0 0.0 0.0 -0.35
H -7.546 -0.122 0.696 0.0 0.0 0.0 0.30
O 2.522 0.848 5.678 0.0 0.0 -0.1 -0.41
H -5.254 6.356 1.109 0.0 0.0 -0.1 0.30
H -1.189 1.781 0.716 0.0 0.2 0.2 0.25
C 5.483 -1.621 -8.982 0.0 0.0 -0.1 0.01
O -1.977 2.290 0.936 0.0 -0.3 -0.4 -0.59
O -3.472 3.767 -0.011 0.0 -0.1 -0.3 -0.54
H -0.093 6.399 0.875 0.0 0.0 0.0 0.27
O -0.995 -1.939 6.520 0.0 0.0 0.0 -0.34
H -7.138 10.184 -1.599 0.0 0.0 0.0 0.29
C 0.340 -5.729 7.640 0.0 0.1 0.0 -1.09
C 7.587 -7.025 2.996 0.0 0.1 0.0 -1.09
H 7.576 -6.728 1.949 0.0 0.0 0.0 0.32
C -3.054 -0.904 -3.824 -0.1 0.0 0.1 -0.72
O 4.567 -1.693 -6.472 0.0 0.0 0.0 -0.55
H 8.283 -6.384 3.538 0.0 0.0 0.0 0.29
C 0.736 6.208 0.187 -0.1 -0.1 0.1 -1.08
H 4.794 -1.556 4.989 0.0 0.0 0.0 0.36
H -1.145 -5.182 9.109 0.0 0.0 0.0 0.29
H 3.133 -0.781 6.683 0.0 0.1 0.0 0.37
O 3.102 5.053 -0.340 0.0 0.0 0.1 -0.72
H 1.372 2.266 -0.173 0.0 0.0 -0.1 0.12
H 1.817 3.254 2.737 0.0 0.0 0.0 0.23
C -6.003 -3.514 -3.272 0.1 0.0 -0.1 -0.68
H 4.294 -0.259 3.896 0.0 0.0 0.0 0.25
H -9.233 -1.640 1.709 0.0 0.0 0.0 0.35
O -5.879 -2.598 -2.180 0.0 -0.1 0.0 -0.29
H 1.587 -0.496 -7.957 0.0 0.0 0.0 0.17
H -8.690 -0.664 -0.541 0.0 0.0 0.0 0.31
O -8.128 -2.622 -1.972 0.0 0.0 0.0 -0.57
N 0.833 4.766 -0.049 0.3 0.2 -0.5 0.29
H -7.626 -2.382 1.765 0.0 0.0 0.0 0.29
H 1.921 0.335 -5.647 0.0 0.0 0.0 0.30
H -3.620 -0.359 -3.075 0.0 0.0 0.0 0.29
H -4.041 3.082 0.367 0.0 0.1 0.3 0.25
C 2.001 1.277 4.520 0.0 -0.1 0.1 0.79
H 2.328 -1.144 5.152 0.0 0.0 0.0 0.06
H 0.074 2.974 -2.240 0.1 0.0 0.1 -0.32
H -8.807 -2.910 0.552 0.0 0.0 0.0 0.31
H -2.742 7.859 0.199 0.0 0.0 0.0 0.34
H 5.408 -3.132 -4.325 0.0 0.0 0.0 0.29
O 0.024 0.139 -5.035 0.0 0.0 -0.1 -0.27
H 5.100 0.138 5.417 0.0 0.0 0.0 0.30
C -7.915 -0.989 0.153 0.0 0.1 0.0 -0.23
Al -0.541 4.112 -1.266 -0.5 -0.1 0.1 0.30
H -6.332 -4.488 -2.915 0.0 0.0 0.0 0.32
C -1.097 -1.372 5.205 0.0 0.1 0.0 -0.59
C 4.392 -0.543 4.943 0.1 0.1 -0.1 -1.10
O -6.519 7.783 -0.506 0.0 0.0 0.0 -0.56
O 1.910 0.619 3.513 0.0 0.0 0.0 -0.56
H 4.105 -2.176 1.824 0.0 0.0 0.0 0.09
C -0.987 -0.703 -4.866 0.0 -0.1 0.1 0.66
C 5.094 -2.675 -6.928 0.0 0.0 0.0 0.81
H 4.940 -4.838 -4.573 0.0 0.0 0.0 0.22
H -3.643 -1.004 -4.736 0.0 0.0 0.0 0.33
C -0.964 -5.075 8.041 -0.1 -0.1 0.1 -0.20
C -7.037 -2.258 -1.611 0.0 0.1 0.0 0.76
H -8.392 9.484 -0.559 0.0 0.0 0.0 0.29
C -3.462 7.043 0.118 0.0 0.2 -0.1 -0.51
C 4.472 -3.140 1.484 0.0 0.1 0.0 -0.57
C 3.051 -0.488 5.638 0.0 -0.1 0.0 0.05
H 6.385 -0.216 -7.619 0.0 0.0 0.0 0.31
O 5.281 -3.824 -6.282 0.0 0.0 0.0 -0.35
H -1.101 -0.296 5.349 0.0 0.0 0.0 0.19
O -6.773 -1.442 -0.596 0.0 0.0 0.0 -0.31
O 1.591 2.525 4.682 0.0 0.0 0.0 -0.38
C 0.723 -0.222 -7.351 -0.1 0.0 0.0 -0.91
H 3.673 -3.698 1.001 0.0 0.0 0.0 0.31
O -1.080 -1.812 -5.338 0.0 0.0 0.0 -0.60
H 5.297 -3.003 0.787 0.0 0.0 0.0 0.31
H -1.093 5.359 -2.146 0.1 0.1 0.1 -0.38
O 5.233 -5.687 1.435 0.0 0.0 0.0 -0.57
H -0.101 -0.892 -7.593 0.0 0.0 0.0 0.31
H 5.620 -1.992 -9.996 0.0 0.0 0.0 0.29
H 1.663 6.585 0.619 0.0 0.0 0.0 0.39
H -5.011 -3.588 -3.709 0.0 0.0 0.0 0.18
H -7.904 11.190 -0.338 0.0 0.0 0.0 0.21
H 0.508 -5.632 6.569 0.0 0.0 0.0 0.31
O -1.883 -0.127 -4.070 0.0 0.0 -0.1 -0.29
H 6.203 -7.237 4.639 0.0 0.0 0.0 0.29
H 3.768 -3.524 -4.882 0.0 0.0 0.0 0.25
H 1.174 -5.269 8.171 0.0 0.0 0.0 0.29
H -2.939 6.095 0.222 0.0 0.0 -0.1 -0.22
H 4.479 -1.208 -8.893 0.0 0.0 0.0 0.13
C 5.293 -5.081 2.474 0.0 0.0 0.0 0.74
C -7.565 10.190 -0.596 0.0 0.0 0.0 -0.63
B -2.156 3.318 -0.011 0.1 0.0 0.2 0.38
C -1.092 -3.262 6.563 0.0 0.0 0.0 0.80
H 6.481 0.242 -9.323 0.0 0.0 0.0 0.36
C -6.117 8.598 0.284 0.0 0.0 -0.1 0.78
H 7.941 -8.055 3.060 0.0 0.0 0.0 0.35
O -0.938 -3.652 7.832 0.0 0.0 0.0 -0.37
O -5.180 8.432 1.202 0.0 0.0 0.0 -0.34
C -4.508 7.145 1.197 0.0 -0.2 0.1 -0.31
H 0.431 0.799 -7.601 0.0 0.0 0.0 0.28
O -1.288 -3.990 5.623 0.0 0.0 0.0 -0.57
C 4.814 -3.819 -4.926 0.0 0.0 0.0 -0.58
H 0.311 -6.790 7.892 0.0 0.0 0.0 0.35
C 1.086 -0.320 -5.886 0.2 0.0 0.0 -0.12
C 6.537 -0.596 -8.627 0.0 0.0 0.0 -1.10
C -8.425 -2.051 1.101 0.1 0.0 0.0 -1.07
O 4.928 -3.818 2.663 0.0 0.0 0.0 -0.24
H -3.907 7.068 -0.876 0.0 0.0 0.0 0.31
H 7.533 -1.036 -8.694 0.0 0.0 0.0 0.30
H -4.058 7.090 2.186 0.0 0.0 0.0 0.31
C 2.103 4.336 -0.259 -0.1 -0.1 0.1 0.58
H 1.358 -1.338 -5.609 -0.1 0.0 0.0 0.27
H 0.528 6.770 -0.728 0.1 0.0 0.0 0.29
C 6.202 -6.926 3.596 0.0 -0.1 0.0 -0.19
H -6.709 -3.140 -4.011 0.0 0.0 0.0 0.34
H 0.237 2.521 3.090 0.0 0.0 0.0 0.22
H 5.484 -7.537 3.049 0.0 0.0 0.0 0.31
C 2.292 2.828 -0.307 0.1 0.1 0.2 -0.93
O 5.581 -2.802 -8.163 0.0 0.0 0.0 -0.38
O 5.730 -5.568 3.638 0.0 0.0 0.0 -0.36
H 2.773 2.546 -1.242 0.0 0.0 0.0 0.30